#P
C12H36O6 | the ωB97M-V functional and the def2-TZVPD basis

## Properties
total charge	0
highest occupied orbital energy	-9.21	eV
Kohn-Sham gap	9.306	eV
SMILES string	CCO.CCO.CCO.CCO.CCO.CCO
LUMO	0.0941	eV

XYZ file:
```
54
Properties=species:S:1:pos:R:3:nbo_charge:R:1
C -0.21270 -2.08839 -2.62570 -0.6245
C 1.10330 -2.95039 -2.49570 -0.0677
O 1.51530 -3.18139 -1.23170 -0.7295
H -0.27270 -0.99839 -2.19170 0.2232
H -1.06670 -2.77039 -2.21170 0.2011
H -0.36970 -2.05139 -3.60270 0.2039
H 1.85530 -2.37539 -2.97370 0.1467
H 0.97630 -3.62839 -3.27670 0.1694
H 2.38030 -3.58939 -1.17370 0.4934
C -0.43870 1.21661 -3.83370 -0.6304
C -1.01170 1.94961 -2.59870 -0.0860
O -2.41370 2.23661 -2.61370 -0.6950
H 0.66930 1.13061 -4.00070 0.2199
H -0.68870 1.61561 -4.67970 0.2004
H -0.93270 0.12761 -4.14770 0.1743
H -0.39970 2.88761 -2.50970 0.1839
H -0.59670 1.46161 -1.68170 0.1707
H -2.88670 1.28861 -2.80970 0.4638
C -2.76470 -0.37239 0.81130 -0.6258
C -2.96970 -1.79739 0.25230 -0.0206
O -2.57170 -2.74739 1.22830 -0.7728
H -3.39370 -0.19939 1.55830 0.2006
H -2.79070 0.37461 -0.06670 0.1981
H -1.74770 -0.24339 1.30630 0.2103
H -2.45470 -1.94739 -0.51770 0.1305
H -4.21770 -1.93639 0.17430 0.1487
H -1.55070 -2.70739 1.13830 0.4840
C 0.35130 4.58561 3.26030 -0.6069
C 0.85430 3.61861 2.31430 -0.0897
O -0.08270 2.82961 1.74930 -0.6773
H -0.46270 4.15061 3.91130 0.2135
H -0.04670 5.37861 2.70630 0.1892
H 1.20230 5.11461 3.88430 0.2033
H 1.26630 3.05861 3.22230 0.1457
H 1.67130 4.09061 1.69830 0.1545
H 0.38130 2.16361 1.58030 0.4686
C 0.08730 -2.08839 3.15930 -0.6702
C 0.89430 -2.82839 2.02730 -0.0698
O 0.03630 -2.34439 0.95830 -0.8055
H -0.96470 -2.38039 3.40730 0.2511
H 0.16530 -0.94239 3.27530 0.2406
H 0.67130 -2.19639 4.13830 0.2058
H 0.70430 -3.90039 2.09730 0.1909
H 1.96330 -2.51439 1.81030 0.1897
H 0.13630 -2.72939 0.01230 0.5222
C 2.60730 1.75861 -0.11070 -0.6260
C 2.00130 0.42261 -0.24770 -0.0667
O 0.85730 0.35961 0.64630 -0.7791
H 2.91230 1.94661 1.08230 0.2049
H 1.71730 2.47361 -0.40570 0.2179
H 3.47630 2.00661 -0.61170 0.2162
H 2.61930 -0.32739 -0.04670 0.1545
H 1.61830 0.22661 -1.30970 0.1448
H 0.61430 -0.63739 0.56530 0.5074
```

***

#Q
C12H36O6 | the ωB97M-V functional and the def2-TZVPD basis

## Properties
total charge	0
highest occupied orbital energy	-9.31	eV
Kohn-Sham gap	9.653	eV
SMILES string	CC(C)O.CC(C)O.CC(C)O.CO.CO.CO
LUMO	0.3413	eV

XYZ file:
```
54
Properties=species:S:1:pos:R:3:nbo_charge:R:1
C -3.32298 0.65156 -0.24354 -0.6453
C -4.73398 1.19856 -0.56954 0.1103
C -4.56698 2.68956 -0.86154 -0.6166
O -5.19198 0.77856 -1.66054 -0.6778
H -2.58298 0.80556 -0.96954 0.2059
H -3.24598 -0.41344 -0.02654 0.1848
H -2.90298 1.08656 0.63846 0.2135
H -5.44298 1.08656 0.26146 0.1421
H -3.93398 2.90156 -1.70054 0.2087
H -4.18598 3.29656 0.00546 0.1978
H -5.45098 3.20556 -1.13154 0.2123
H -5.45498 -0.09944 -1.48954 0.4611
C 6.01302 0.75456 0.72646 -0.6287
C 4.98202 -0.32344 0.72146 0.1059
C 4.58302 -0.70844 -0.73654 -0.6313
O 5.25902 -1.44344 1.23946 -0.7169
H 6.58302 0.74956 1.73346 0.2155
H 5.51202 1.72756 0.76146 0.2178
H 6.76302 0.78356 -0.08054 0.2093
H 4.08102 -0.03444 1.26946 0.1438
H 5.36602 -0.70144 -1.50554 0.2095
H 3.91002 0.00856 -1.06154 0.2116
H 3.98102 -1.62544 -0.76854 0.1814
H 4.82202 -2.21944 0.82646 0.4793
C -3.75498 -2.75544 1.70546 -0.6333
C -2.27098 -2.80244 1.45846 0.1294
C -1.53898 -3.47244 2.62746 -0.6119
O -1.87898 -3.30144 0.39346 -0.6919
H -4.21898 -3.66244 1.94246 0.2103
H -4.21298 -2.28344 0.88246 0.1897
H -3.94798 -2.12644 2.59946 0.2118
H -1.89598 -1.76144 1.36046 0.1126
H -1.85298 -4.56544 2.68246 0.2021
H -1.80998 -2.93444 3.50946 0.2070
H -0.46998 -3.47144 2.46346 0.2131
H -2.27298 -2.87144 -0.36354 0.4639
C 0.27202 -1.52144 -1.64754 -0.2405
O 1.25002 -0.56644 -1.71954 -0.7278
H 0.61202 -2.00144 -0.71254 0.1932
H 0.23802 -2.15644 -2.47654 0.1698
H -0.66798 -1.00144 -1.56254 0.1562
H 0.94602 0.12756 -2.32354 0.4830
C 2.36402 4.17856 -1.62754 -0.2422
O 2.24002 2.79256 -1.73354 -0.7479
H 1.53102 4.47456 -0.95954 0.1570
H 2.15902 4.67256 -2.57754 0.1738
H 3.33602 4.45556 -1.27354 0.1634
H 2.13102 2.47256 -0.84054 0.4859
C 0.22102 1.14456 0.65146 -0.2287
O 1.52002 0.94356 0.39246 -0.7576
H -0.24398 1.77656 -0.12654 0.1387
H 0.03602 1.62156 1.55646 0.1782
H -0.27198 0.17456 0.61146 0.1502
H 1.61502 0.26556 -0.27054 0.4986
```

***

In terms of stability, #Q leads; the second structure lies 76.1 kcal/mol higher.

***

#P
CH4N2O | the ωB97M-V functional and the def2-TZVPD basis

## Properties
total charge	0
highest occupied orbital energy	-9.42	eV
Kohn-Sham gap	10.518	eV
SMILES string	NN1CO1
LUMO	1.0963	eV

XYZ file:
```
8
Properties=species:S:1:pos:R:3:nbo_charge:R:1
N -0.94455 -0.89781 -0.15953 -0.6484
N 0.15319 -0.35914 0.44162 -0.0507
C 0.79059 0.80633 0.06987 0.0441
O 1.33847 -0.37920 -0.31209 -0.3821
H -1.46886 -0.37827 -0.69598 0.3369
H -1.54810 -1.46836 0.53133 0.3729
H 0.35138 1.32548 -0.74231 0.1545
H 1.32789 1.35097 0.86710 0.1728
```

***

#Q
CH4N2O | the ωB97M-V functional and the def2-TZVPD basis

## Properties
total charge	0
highest occupied orbital energy	-9.63	eV
Kohn-Sham gap	10.306	eV
SMILES string	NC(N)=O
LUMO	0.6804	eV

XYZ file:
```
8
Properties=species:S:1:pos:R:3:nbo_charge:R:1
N -0.49845 0.93732 0.45361 -0.8388
C 0.20622 0.22694 -0.40864 0.7496
N 0.21140 -1.11646 -0.10981 -0.9046
O 0.79946 0.59393 -1.43907 -0.6666
H -0.60972 0.65366 1.53109 0.4124
H -0.67036 1.84363 0.15803 0.4003
H 1.09886 -1.52965 -0.69339 0.4335
H -0.53742 -1.60936 0.50818 0.4141
```

***

In terms of stability, #Q leads; the second structure lies 92.6 kcal/mol higher.

***

#P
CH4N2O | the ωB97M-V functional and the def2-TZVPD basis

## Properties
total charge	0
highest occupied orbital energy	-9.84	eV
Kohn-Sham gap	10.531	eV
SMILES string	NC(N)=O
LUMO	0.6898	eV

XYZ file:
```
8
Properties=species:S:1:pos:R:3:nbo_charge:R:1
N -1.26110 -0.13012 -0.26883 -0.8308
C 0.02672 0.39093 -0.25441 0.7701
N 1.09257 -0.54193 -0.16659 -0.8827
O 0.26959 1.53883 -0.09614 -0.6022
H -1.32737 -1.10618 0.07789 0.3867
H -1.79475 0.48650 0.39396 0.3910
H 1.98651 -0.06472 -0.51170 0.3932
H 1.00784 -0.57331 0.82581 0.3745
```

***

#Q
CH4N2O | the ωB97M-V functional and the def2-TZVPD basis

## Properties
total charge	0
highest occupied orbital energy	-9.28	eV
Kohn-Sham gap	9.453	eV
SMILES string	[NH3+][O-].C#N
LUMO	0.1759	eV

XYZ file:
```
8
Properties=species:S:1:pos:R:3:nbo_charge:R:1
N -0.43821 1.72241 -0.07934 -0.3874
O -1.09141 0.53183 -0.45836 -0.7215
H -0.63834 2.03941 0.84797 0.3695
H -0.48695 2.48307 -0.71691 0.3722
H 0.57844 1.47533 0.00035 0.3736
C 0.65145 -2.73584 0.20040 0.0689
N 1.45669 -3.53488 0.29207 -0.3251
H -0.03167 -1.98133 -0.08617 0.2498
```

***

In terms of stability, #P leads; the second structure lies 81.8 kcal/mol higher.

***

#P
CH2N4OS | the ωB97M-V functional and the def2-TZVPD basis

## Properties
total charge	0
highest occupied orbital energy	-9.11	eV
Kohn-Sham gap	8.475	eV
SMILES string	[H]/N=c1/nnon1S
LUMO	-0.6388	eV

XYZ file:
```
9
Properties=species:S:1:pos:R:3:nbo_charge:R:1
H -0.18434 -2.24474 -0.20823 0.3594
N 0.08850 -1.76896 -0.99361 -0.6833
C 0.32944 -0.47689 -0.82713 0.4418
N 0.64772 0.57946 -1.71623 -0.1636
N 0.56726 1.65271 -1.14188 0.1851
O -0.01901 1.45069 0.21105 -0.2098
N 0.18333 0.23864 0.38527 -0.2509
S -0.75481 -0.67515 1.56956 0.1923
H 0.02911 -0.61003 2.63480 0.1290
```

***

#Q
CH2N4OS | the ωB97M-V functional and the def2-TZVPD basis

## Properties
total charge	0
highest occupied orbital energy	-9.50	eV
Kohn-Sham gap	9.800	eV
SMILES string	Nn1nnoc1=S
LUMO	0.3053	eV

XYZ file:
```
9
Properties=species:S:1:pos:R:3:nbo_charge:R:1
N 0.32972 1.55232 -0.08874 -0.5923
N 0.32000 0.16915 -0.10418 -0.1362
N 1.53303 -0.39712 0.21114 -0.0256
N 1.26767 -1.66163 0.02363 0.1239
O 0.01498 -1.78614 -0.11955 -0.2733
C -0.72889 -0.64857 -0.12847 0.1841
S -2.23794 -0.56960 0.08003 -0.0263
H -0.06999 1.82323 0.95488 0.3664
H -0.42857 1.51838 -0.82874 0.3793
```

***

In terms of stability, #Q leads; the second structure lies 14.3 kcal/mol higher.

***

#P
CH12O5 | the ωB97M-V functional and the def2-TZVPD basis

## Properties
total charge	0
highest occupied orbital energy	-10.80	eV
Kohn-Sham gap	11.278	eV
SMILES string	CO.O.O.O.O
LUMO	0.4751	eV

XYZ file:
```
18
Properties=species:S:1:pos:R:3:nbo_charge:R:1
C 1.68009 -1.37123 -1.12302 -0.2440
O 0.58013 -0.44018 -1.02432 -0.7792
H 1.47139 -2.24662 -0.51436 0.1745
H 1.80246 -1.55958 -2.18701 0.1806
H 2.54760 -0.83735 -0.74195 0.1705
H -0.28366 -0.85205 -0.90741 0.4988
O -0.58472 -0.79600 2.11681 -0.9436
H -0.06115 -1.57075 1.89561 0.4706
H -0.18685 -0.07155 1.62357 0.4748
O -2.60516 -1.14754 0.14916 -0.9723
H -2.23802 -0.39447 0.61924 0.4981
H -3.37193 -0.92518 -0.37641 0.4724
O 1.67832 2.26008 -0.17544 -0.9519
H 2.42169 1.68106 -0.35986 0.4700
H 0.93265 1.65915 -0.32289 0.4796
O -1.32346 1.89568 0.18135 -0.9485
H -1.95797 2.41204 0.69106 0.4752
H -0.50140 2.30447 0.45587 0.4743
```

***

#Q
CH12O5 | the ωB97M-V functional and the def2-TZVPD basis

## Properties
total charge	0
highest occupied orbital energy	-9.62	eV
Kohn-Sham gap	10.238	eV
SMILES string	CO.O.O.O.O
LUMO	0.6225	eV

XYZ file:
```
18
Properties=species:S:1:pos:R:3:nbo_charge:R:1
C 0.91046 0.41402 0.07671 -0.2524
O 0.18747 -0.79075 0.19715 -0.7393
H 1.71009 0.44977 0.81909 0.1575
H 0.26579 1.27901 -0.04251 0.1836
H 1.46330 0.28696 -0.85729 0.1745
H -0.54391 -0.81820 0.82293 0.4727
O 2.07696 5.21109 -1.80380 -0.9287
H 1.16071 5.31252 -2.08104 0.4659
H 2.31931 6.15189 -1.65432 0.4629
O -1.71319 -5.06018 0.19005 -0.9329
H -1.78560 -4.39250 -0.47920 0.4704
H -1.33384 -5.76470 -0.30771 0.4628
O 0.22210 -3.26678 1.93050 -0.9342
H -0.35896 -3.98043 2.25588 0.4716
H 1.09912 -3.60505 2.18640 0.4635
O -1.55261 2.73582 -0.61297 -0.9323
H -2.39412 3.01520 -0.97969 0.4673
H -1.73307 2.82232 0.33981 0.4669
```

***

#R
CH12O5 | the ωB97M-V functional and the def2-TZVPD basis

## Properties
total charge	0
highest occupied orbital energy	-10.66	eV
Kohn-Sham gap	11.290	eV
SMILES string	CO.O.O.O.O
LUMO	0.6299	eV

XYZ file:
```
18
Properties=species:S:1:pos:R:3:nbo_charge:R:1
C -2.85462 -1.62012 1.22756 -0.2529
O -1.96101 -0.62951 1.69823 -0.7466
H -3.47631 -1.36135 0.36971 0.1828
H -2.23194 -2.45275 0.89577 0.1811
H -3.43690 -1.99815 2.06833 0.1645
H -2.45500 0.14297 1.98874 0.4819
O 1.29843 -1.69704 -1.33295 -0.9888
H 1.33408 -1.53512 -0.35966 0.5030
H 1.99219 -2.36043 -1.40546 0.4714
O 4.37005 6.01240 -1.14357 -0.9249
H 4.15444 5.07560 -1.22342 0.4627
H 3.45319 6.33254 -1.07211 0.4622
O 0.76302 -1.33636 1.31920 -0.9792
H -0.19883 -1.35361 1.41807 0.5085
H 1.14409 -1.19155 2.18612 0.4821
O -0.89582 0.12253 -1.97179 -0.9680
H -0.09789 -0.36881 -1.73717 0.4967
H -0.90118 0.21877 -2.92560 0.4636
```

***

In terms of stability, #R leads; the second structure lies 2.2 kcal/mol higher.

***

#P
C4H12 | the ωB97M-V functional and the def2-TZVPD basis

## Properties
total charge	-1
spin multiplicity	2
highest occupied orbital energy (spin up / spin down)	1.54 / -7.44	eV
Kohn-Sham gap (spin up / spin down)	2.800 / 11.934	eV
expectation value of S²	0.750
LUMO (spin up / spin down)	4.3445 / 4.4893	eV

XYZ file:
```
16
Properties=species:S:1:pos:R:3:mulliken_spin:R:1
C 1.47460 1.22089 -0.51337 1.9899
C 0.55761 2.43259 -0.19614 0.8265
H 2.40115 1.65661 -0.77726 -1.3726
H 1.44245 0.55456 0.38904 -0.0069
H 1.00023 0.60903 -1.32665 0.0706
H -0.47610 2.30502 0.16989 0.0039
H 0.19013 2.86798 -1.14268 -0.2114
H 1.07502 3.29546 0.41380 -0.3730
C -1.12261 -1.14089 0.69314 -1.0463
C -0.85107 -2.50227 0.07884 0.7252
H -0.71753 -1.12359 1.75051 -0.3611
H -0.71232 -0.52012 0.08518 1.4418
H -2.12509 -0.98835 0.67724 -0.2775
H -0.08259 -2.45206 -0.80305 -0.3029
H -0.37251 -3.20297 0.78451 -0.1054
H -1.68137 -3.01190 -0.28301 -0.0008
```

***

#Q
C4H12 | the ωB97M-V functional and the def2-TZVPD basis

## Properties
total charge	-1
spin multiplicity	2
highest occupied orbital energy (spin up / spin down)	1.54 / -7.20	eV
Kohn-Sham gap (spin up / spin down)	2.787 / 11.721	eV
expectation value of S²	0.750
LUMO (spin up / spin down)	4.3264 / 4.5209	eV

XYZ file:
```
16
Properties=species:S:1:pos:R:3:mulliken_spin:R:1
C -0.68834 1.45334 -0.53660 1.5941
C 0.27728 2.71906 -0.49868 1.4714
H -0.52592 0.50664 -1.10211 -0.1803
H -0.96507 1.12554 0.43923 -0.0727
H -1.57349 1.85129 -1.04340 -0.9706
H 0.05579 3.35964 0.34635 -0.4885
H 0.37694 3.04285 -1.42512 -0.5357
H 1.33108 2.27553 -0.19898 -0.3256
C 0.75256 -1.90195 0.02100 0.7344
C -0.32099 -2.26976 1.00733 0.9388
H 1.28886 -2.86244 -0.17548 -0.4475
H 0.30651 -1.46041 -0.89664 0.1547
H 1.31296 -1.15053 0.38820 -0.1926
H -0.31689 -1.36476 1.65251 -0.2102
H -0.16976 -3.10365 1.56597 -0.1813
H -1.24404 -2.22387 0.49118 -0.2885
```

***

#R
C4H12 | the ωB97M-V functional and the def2-TZVPD basis

## Properties
total charge	-1
spin multiplicity	2
highest occupied orbital energy (spin up / spin down)	1.54 / -7.70	eV
Kohn-Sham gap (spin up / spin down)	2.777 / 12.091	eV
expectation value of S²	0.750
LUMO (spin up / spin down)	4.3174 / 4.3874	eV

XYZ file:
```
16
Properties=species:S:1:pos:R:3:mulliken_spin:R:1
C -1.62293 -0.67257 2.03534 0.7009
C -2.18923 0.10996 0.83282 -1.1969
H -1.52461 -0.04195 2.91541 -0.1206
H -2.29147 -1.47600 2.36227 -0.0236
H -0.61952 -1.04094 1.82937 -0.3611
H -2.71865 1.01457 1.16497 0.0570
H -2.97401 -0.48646 0.38383 -0.2419
H -1.36409 0.38177 0.18687 0.9430
C 1.22650 0.12791 -1.14137 1.9437
C 2.57142 0.48992 -1.78670 -0.1011
H 0.88969 -0.82568 -1.55518 0.0926
H 1.34810 -0.06081 -0.07300 0.0778
H 0.44950 0.88347 -1.27944 -0.1331
H 3.02374 -0.41380 -2.19239 -0.1622
H 2.48179 1.18523 -2.62488 -0.2134
H 3.31378 0.82537 -1.05793 -0.2610
```

***

In terms of stability, #R leads; the second structure lies 25.5 kcal/mol higher.